No. 1
DFT (ωB97M-V/def2-TZVPD) results for a 2-piece molecular cluster, C28H54BrNO5 overall.

## Properties
**Maximum force**: 0.7 eV/A
**SMILES string**: CCCCCCCCCCCC[C@H]1C(=O)O[C@@H](CCCCCOC)[C@@]1(Br)CCCCNC(C)=O.O
**Kohn-Sham gap**: 9.93 eV
**Molar mass**: 564.646 g/mol
**Highest occupied orbital energy**: -0.3469 hartree

Element x y z (Å)
C (9.684, -2.672, 2.316)
C (9.653, -2.467, 0.800)
C (10.726, -1.492, 0.287)
C (10.245, -0.065, -0.014)
C (8.941, 0.049, -0.821)
C (7.770, 0.691, -0.063)
C (6.758, 1.430, -0.964)
C (5.279, 1.055, -0.746)
C (4.402, 2.253, -0.375)
C (2.971, 1.849, 0.028)
C (1.856, 2.667, -0.655)
C (0.671, 1.813, -1.108)
C (-0.217, 1.310, 0.020)
C (-0.730, 2.283, 1.066)
O (-0.353, 3.371, 1.369)
O (-1.790, 1.715, 1.697)
C (-2.060, 0.432, 1.120)
C (-3.488, -0.008, 1.393)
C (-4.602, 1.042, 1.224)
C (-5.706, 0.877, 2.265)
C (-6.543, -0.400, 2.060)
C (-8.026, -0.203, 2.369)
O (-8.726, 0.192, 1.191)
C (-9.655, -0.750, 0.712)
C (-1.538, 0.580, -0.325)
Br (-1.088, -1.197, -1.021)
C (-2.414, 1.426, -1.265)
C (-3.054, 0.796, -2.509)
C (-4.228, -0.149, -2.240)
C (-4.476, -1.155, -3.362)
N (-3.662, -2.371, -3.252)
C (-4.246, -3.612, -3.478)
C (-5.431, -3.944, -2.605)
O (-3.775, -4.410, -4.259)
H (10.701, -2.875, 2.653)
H (9.282, -1.811, 2.850)
H (9.083, -3.543, 2.588)
H (8.650, -2.149, 0.511)
H (9.803, -3.441, 0.327)
H (11.487, -1.419, 1.071)
H (11.242, -1.911, -0.579)
H (10.171, 0.490, 0.924)
H (11.035, 0.431, -0.585)
H (8.630, -0.939, -1.166)
H (9.122, 0.655, -1.711)
H (7.242, -0.061, 0.530)
H (8.190, 1.403, 0.653)
H (6.883, 2.508, -0.841)
H (7.019, 1.213, -2.002)
H (5.190, 0.309, 0.047)
H (4.879, 0.617, -1.665)
H (4.887, 2.776, 0.455)
H (4.382, 2.958, -1.210)
H (2.827, 0.782, -0.167)
H (2.884, 2.000, 1.107)
H (2.267, 3.156, -1.542)
H (1.531, 3.463, 0.010)
H (0.101, 2.341, -1.874)
H (1.078, 0.922, -1.596)
H (0.368, 0.570, 0.581)
H (-1.405, -0.310, 1.591)
H (-3.676, -0.897, 0.788)
H (-3.512, -0.336, 2.437)
H (-4.175, 2.042, 1.321)
H (-5.057, 0.942, 0.239)
H (-6.379, 1.736, 2.209)
H (-5.254, 0.883, 3.259)
H (-6.452, -0.690, 1.009)
H (-6.151, -1.221, 2.666)
H (-8.134, 0.594, 3.100)
H (-8.473, -1.106, 2.795)
H (-9.255, -1.769, 0.749)
H (-9.874, -0.508, -0.328)
H (-10.593, -0.712, 1.277)
H (-1.815, 2.266, -1.614)
H (-3.220, 1.862, -0.676)
H (-3.437, 1.640, -3.091)
H (-2.291, 0.322, -3.130)
H (-5.135, 0.445, -2.109)
H (-4.052, -0.724, -1.331)
H (-4.315, -0.688, -4.338)
H (-5.523, -1.451, -3.326)
H (-2.804, -2.333, -3.789)
H (-5.656, -5.001, -2.715)
H (-5.189, -3.732, -1.563)
H (-6.302, -3.348, -2.873)
O (-8.030, 0.942, 5.352)
H (-7.389, 0.399, 5.821)
H (-8.536, 1.371, 6.049)

---

No. 2
DFT (ωB97M-V/def2-TZVPD) results for C4H3ClF2 in the gas phase in a non-equilibrium geometry.

## Properties
**Maximum force**: 8.8 eV/A
**SMILES string**: C=CC(Cl)=C(F)F
**Kohn-Sham gap (alpha / beta)**: 8.26 / 7.99 eV
**Molar mass**: 124.517 g/mol
**Highest occupied orbital energy (alpha / beta)**: -0.3084 / -0.3148 hartree

Element x y z (Å)
C (-1.395, 1.195, 0.489)
C (-0.465, 0.553, -0.199)
C (0.158, -0.600, 0.180)
C (1.546, -1.030, -0.499)
F (2.077, -2.215, -0.196)
F (1.877, -0.531, -1.704)
Cl (-0.169, -1.489, 1.677)
H (-1.661, 2.064, -0.053)
H (-1.731, 1.170, 1.481)
H (-0.237, 0.883, -1.176)

---

No. 3
DFT (ωB97M-V/def2-TZVPD) results for C22H22N4O4 in the gas phase in a non-equilibrium geometry.

## Properties
**Maximum force**: 1.3 eV/A
**SMILES string**: CN1CCN(c2ccc(NC(=O)c3ccc(-c4cccc([N+](=O)[O-])c4)o3)cc2)CC1
**Kohn-Sham gap**: 7.06 eV
**Molar mass**: 406.442 g/mol
**Highest occupied orbital energy**: -0.2828 hartree

Element x y z (Å)
C (3.196, 0.592, 4.956)
N (1.847, 0.886, 4.527)
C (1.168, -0.206, 3.869)
C (1.648, -0.463, 2.430)
N (1.544, 0.750, 1.642)
C (1.582, 0.650, 0.257)
C (1.307, 1.768, -0.543)
C (1.215, 1.664, -1.914)
C (1.397, 0.440, -2.546)
C (1.729, -0.665, -1.773)
C (1.815, -0.565, -0.399)
H (2.080, -1.449, 0.158)
H (1.906, -1.617, -2.254)
N (1.209, 0.307, -3.941)
C (0.380, -0.566, -4.570)
O (0.408, -0.734, -5.774)
C (-0.580, -1.279, -3.698)
C (-1.246, -2.466, -3.887)
C (-1.994, -2.688, -2.716)
C (-1.749, -1.612, -1.890)
C (-2.129, -1.285, -0.531)
C (-1.729, -0.057, -0.003)
C (-1.994, 0.236, 1.322)
C (-2.665, -0.662, 2.145)
C (-3.090, -1.865, 1.609)
C (-2.825, -2.179, 0.287)
H (-3.147, -3.126, -0.115)
H (-3.626, -2.566, 2.229)
H (-2.852, -0.404, 3.176)
N (-1.556, 1.498, 1.858)
O (-1.537, 1.616, 3.067)
O (-1.234, 2.368, 1.079)
H (-1.197, 0.657, -0.612)
O (-0.907, -0.760, -2.503)
H (-2.627, -3.527, -2.515)
H (-1.185, -3.092, -4.753)
H (1.759, 0.894, -4.554)
H (0.969, 2.537, -2.502)
H (1.104, 2.723, -0.086)
C (2.218, 1.876, 2.273)
C (1.715, 2.073, 3.708)
H (2.261, 2.894, 4.175)
H (0.652, 2.328, 3.686)
H (2.027, 2.784, 1.706)
H (3.307, 1.703, 2.283)
H (1.004, -1.227, 1.988)
H (2.683, -0.844, 2.449)
H (1.295, -1.118, 4.457)
H (0.105, 0.050, 3.850)
H (3.166, -0.264, 5.630)
H (3.899, 0.365, 4.142)
H (3.578, 1.451, 5.508)